Formula: C3H12NO2
Source: the OMol25 dataset
Level of theory: ωB97M-V/def2-TZVPD

Calculated values
DFT total energy in hartree: -326.4775
Net charge: +1
Gap between HOMO and LUMO in eV: 11.478

Each line ends with the natural charge from an NBO analysis.
Atoms and positions in Å:
C1 0.36 -1.26 0.40  -0.258
C2 -0.99 -0.50 0.50  0.078
C3 -0.99 0.25 1.84  -0.641
O1 -1.20 0.40 -0.56  -0.739
N1 0.83 -1.39 -1.02  -0.702
H1 1.12 -0.70 1.02  0.235
H2 0.21 -2.28 0.76  0.238
H3 -1.87 -1.11 0.41  0.205
H4 -1.07 -0.47 2.64  0.235
H5 -1.90 0.79 1.99  0.247
H6 -0.08 0.84 1.95  0.207
H7 -0.92 1.32 -0.46  0.504
H8 0.58 -2.31 -1.39  0.449
H9 1.80 -1.06 -1.02  0.462
H10 0.27 -0.73 -1.70  0.478
H11 1.82 2.65 -1.61  0.495
H12 1.56 2.54 -0.10  0.483
O2 1.54 2.02 -0.92  -0.976

Formula: C49H40BrCrN4O2P2
Source: the OMol25 dataset
Level of theory: ωB97M-V/def2-TZVPD

Calculated values
DFT total energy in hartree: -6561.8233
Multiplicity: 2
Gap between HOMO and LUMO (spin up / spin down) in eV: 4.447 / 4.765

Each line ends with the Mulliken spin population.
Atoms and positions in Å:
Cr1 0.57 1.06 0.46  1.111
O1 -1.11 0.25 0.15  -0.055
C1 -1.61 -0.80 0.86  0.050
C2 -2.89 -1.27 0.22  -0.007
C3 -3.92 -1.97 0.69  0.001
C4 -2.70 -2.81 2.72  -0.001
C5 -2.15 -1.51 3.20  -0.002
C6 -1.63 -0.59 2.37  -0.004
C7 -0.83 0.45 2.96  -0.008
N1 0.21 0.94 2.38  0.011
N2 1.07 1.63 3.19  -0.003
C8 2.16 1.90 2.52  0.001
O2 2.27 1.65 1.26  -0.009
C9 3.31 2.48 3.25  -0.006
C10 3.24 2.71 4.62  0.000
C11 4.34 3.22 5.29  0.000
C12 5.50 3.52 4.60  0.000
C13 5.57 3.30 3.23  0.000
C14 4.47 2.79 2.55  0.002
H1 -2.94 -0.92 -0.81  -0.003
H2 -4.75 -2.15 0.01  0.000
H3 -2.85 -3.48 3.57  0.000
H4 -2.13 -1.33 4.27  0.000
H5 -0.97 0.68 4.01  0.002
H6 2.33 2.47 5.15  0.000
H7 4.29 3.38 6.36  0.000
H8 6.36 3.91 5.13  0.000
H9 6.48 3.53 2.69  0.000
H10 4.51 2.60 1.49  0.001
C15 1.03 -2.11 2.06  0.000
P1 -0.48 -2.46 1.02  0.008
C16 -1.73 -3.47 1.76  -0.004
C17 -4.10 -2.56 2.07  0.001
C18 -4.92 -3.82 2.08  -0.004
C19 -4.46 -5.05 1.78  0.002
C20 -3.17 -5.47 1.32  -0.005
C21 -2.01 -4.73 1.21  0.004
C22 0.10 -3.43 -0.40  -0.001
C23 -0.46 -3.22 -1.65  0.000
C24 -0.01 -3.93 -2.75  0.000
C25 1.00 -4.86 -2.60  0.000
C26 1.54 -5.10 -1.35  0.000
C27 1.10 -4.39 -0.24  0.000
C28 2.00 -1.53 1.05  0.003
C29 3.26 -1.90 0.67  -0.010
C30 3.47 -1.37 -0.64  0.000
C31 2.31 -0.74 -1.00  0.003
C32 1.93 -0.16 -2.32  0.009
P2 0.73 1.21 -2.04  -0.026
C33 -0.93 0.70 -2.66  -0.011
C34 -1.95 1.61 -2.35  0.003
C35 -3.25 1.38 -2.78  -0.002
C36 -3.54 0.24 -3.52  0.000
C37 -2.53 -0.64 -3.85  0.000
C38 -1.23 -0.41 -3.43  0.004
C39 1.02 2.29 -3.51  0.000
C40 0.98 3.68 -3.43  0.000
C41 1.10 4.46 -4.57  0.000
C42 1.23 3.85 -5.81  0.000
C43 1.25 2.47 -5.90  0.000
C44 1.15 1.69 -4.76  -0.001
N3 1.41 -0.78 0.05  -0.024
H11 1.38 -3.04 2.51  0.000
H12 0.80 -1.41 2.86  0.001
H13 -4.63 -1.82 2.67  0.000
H14 -5.95 -3.72 2.40  0.000
H15 -5.19 -5.86 1.84  0.000
H16 -3.13 -6.49 0.94  0.000
H17 -1.22 -5.20 0.64  0.001
H18 -1.26 -2.49 -1.74  0.000
H19 -0.45 -3.76 -3.72  0.000
H20 1.37 -5.40 -3.46  0.000
H21 2.32 -5.85 -1.23  0.000
H22 1.51 -4.61 0.73  0.000
H23 3.96 -2.49 1.25  0.001
H24 4.36 -1.49 -1.25  0.000
H25 1.50 -0.93 -2.96  -0.001
H26 2.80 0.26 -2.82  0.001
H27 -1.72 2.49 -1.77  -0.002
H28 -4.03 2.08 -2.52  0.000
H29 -4.56 0.05 -3.84  0.000
H30 -2.75 -1.52 -4.45  0.000
H31 -0.45 -1.11 -3.70  0.000
H32 0.86 4.16 -2.47  0.000
H33 1.08 5.54 -4.49  0.000
H34 1.30 4.46 -6.70  0.000
H35 1.33 1.99 -6.87  0.000
H36 1.16 0.61 -4.85  0.000
Br1 2.16 4.23 -0.40  0.001
C45 0.48 4.15 0.46  -0.001
C46 -0.06 5.38 0.79  0.001
C47 -1.32 5.43 1.36  -0.002
C48 -2.00 4.24 1.55  0.002
C49 -1.40 3.06 1.18  0.008
N4 -0.15 2.97 0.66  -0.032
H37 0.51 6.27 0.59  0.000
H38 -1.76 6.38 1.64  0.000
H39 -2.99 4.22 1.99  0.000
H40 -1.92 2.12 1.28  -0.007

Formula: C30H52NO22P
Source: the OMol25 dataset
Level of theory: ωB97M-V/def2-TZVPD

Calculated values
DFT total energy in hartree: -3225.6610
SMILES: C=CC1=C(NCCCC)C(=O)C(P(O)O)=CC1=O.COC(=O)OC.COC(=O)OC.COC(=O)OC.COC(=O)OC.COC(=O)OC.COC(=O)OC
Gap between HOMO and LUMO in eV: 6.658

Each line ends with the Löwdin charge.
Atoms and positions in Å:
C1 0.64 4.63 5.29  0.039
C2 0.27 3.97 4.16  -0.119
C3 1.05 3.95 2.92  -0.103
C4 1.62 5.05 2.37  -0.150
N1 1.57 6.35 2.84  0.044
C5 0.23 6.96 2.81  -0.178
C6 -0.46 6.94 1.42  -0.187
C7 -1.84 6.28 1.49  -0.263
C8 -2.63 6.45 0.18  -0.095
C9 2.42 4.84 1.12  -0.332
O1 3.33 5.59 0.84  0.113
C10 2.09 3.69 0.25  -0.246
P1 2.53 3.76 -1.54  0.857
O2 1.89 5.23 -1.89  -0.280
O3 1.35 2.82 -2.20  -0.281
C11 1.51 2.62 0.79  0.024
C12 1.25 2.63 2.26  -0.322
O4 1.23 1.60 2.90  0.089
H1 0.05 5.45 5.70  0.063
H2 1.54 4.33 5.82  0.069
H3 -0.68 3.42 4.12  0.118
H4 2.21 6.91 2.30  0.121
H5 -0.44 6.51 3.54  0.094
H6 0.37 8.00 3.12  0.117
H7 -0.65 7.98 1.14  0.110
H8 0.16 6.47 0.66  0.105
H9 -1.74 5.23 1.76  0.102
H10 -2.40 6.76 2.29  0.108
H11 -3.23 7.35 0.17  0.069
H12 -3.30 5.60 0.04  0.065
H13 -1.94 6.50 -0.66  0.065
H14 1.55 5.20 -2.79  0.054
H15 1.51 1.88 -2.05  0.050
H16 1.25 1.73 0.22  0.113
C13 -7.19 4.42 -2.25  -0.038
O5 -7.72 5.74 -2.08  0.006
C14 -7.16 6.43 -1.10  -0.623
O6 -6.28 6.05 -0.37  0.117
O7 -7.73 7.64 -1.05  0.006
C15 -7.22 8.49 -0.03  -0.036
H17 -7.73 3.98 -3.08  0.093
H18 -6.12 4.46 -2.48  0.097
H19 -7.34 3.83 -1.35  0.097
H20 -6.15 8.68 -0.19  0.094
H21 -7.37 8.06 0.95  0.097
H22 -7.77 9.42 -0.11  0.093
C16 3.34 0.25 3.87  -0.048
O8 4.54 -0.37 4.38  0.015
C17 4.37 -1.61 4.82  -0.615
O9 3.34 -2.22 4.83  0.112
O10 5.55 -2.06 5.26  0.007
C18 5.53 -3.39 5.78  -0.033
H23 3.64 1.24 3.55  0.089
H24 2.95 -0.31 3.03  0.096
H25 2.59 0.32 4.65  0.098
H26 5.23 -4.10 5.01  0.084
H27 4.85 -3.46 6.63  0.100
H28 6.54 -3.61 6.09  0.094
C19 0.69 8.37 -2.51  -0.042
O11 0.45 9.56 -3.27  0.010
C20 -0.84 9.90 -3.34  -0.624
O12 -1.76 9.31 -2.83  0.119
O13 -0.94 11.01 -4.07  0.005
C21 -2.27 11.49 -4.24  -0.038
H29 1.77 8.21 -2.53  0.094
H30 0.37 8.50 -1.48  0.090
H31 0.19 7.52 -2.95  0.090
H32 -2.71 11.74 -3.27  0.097
H33 -2.89 10.75 -4.74  0.097
H34 -2.20 12.39 -4.85  0.093
C22 2.20 -8.82 1.43  -0.036
O14 1.68 -7.53 1.75  -0.004
C23 2.26 -6.95 2.81  -0.626
O15 3.15 -7.43 3.46  0.122
O16 1.69 -5.77 3.00  0.009
C24 2.23 -5.03 4.11  -0.034
H35 1.64 -9.17 0.56  0.080
H36 3.26 -8.76 1.17  0.100
H37 2.06 -9.52 2.25  0.098
H38 3.28 -4.82 3.96  0.076
H39 2.08 -5.58 5.03  0.102
H40 1.68 -4.09 4.15  0.087
C25 1.98 -9.80 -5.73  -0.027
O17 1.08 -8.87 -5.12  -0.003
C26 1.19 -8.78 -3.80  -0.655
O18 1.96 -9.40 -3.11  0.121
O19 0.30 -7.89 -3.36  0.000
C27 0.31 -7.71 -1.94  -0.037
H41 1.77 -9.77 -6.79  0.095
H42 3.01 -9.52 -5.54  0.098
H43 1.79 -10.81 -5.35  0.092
H44 1.27 -7.34 -1.60  0.098
H45 0.07 -8.65 -1.43  0.091
H46 -0.46 -6.98 -1.71  0.097
C28 -1.35 -11.11 -3.93  -0.023
O20 -1.62 -12.34 -3.25  0.014
C29 -0.88 -13.36 -3.68  -0.621
O21 -0.05 -13.31 -4.55  0.120
O22 -1.21 -14.44 -2.98  0.006
C30 -0.48 -15.62 -3.34  -0.038
H47 -2.01 -10.36 -3.49  0.101
H48 -0.31 -10.81 -3.78  0.077
H49 -1.56 -11.20 -4.99  0.106
H50 0.58 -15.48 -3.17  0.098
H51 -0.66 -15.88 -4.38  0.097
H52 -0.86 -16.41 -2.70  0.093

Formula: C3H7OS
Source: the OMol25 dataset
Level of theory: ωB97M-V/def2-TZVPD

Calculated values
DFT total energy in hartree: -591.8426
Multiplicity: 2
Gap between HOMO and LUMO (spin up / spin down) in eV: 10.475 / 7.000

Each line ends with the Mulliken spin population.
Atoms and positions in Å:
S1 0.96 -1.35 -2.21  1.018
H1 1.45 -1.57 -3.43  -0.015
O1 -0.82 2.29 1.35  0.001
C1 -1.23 1.23 0.88  0.006
C2 -0.42 0.35 -0.05  0.020
C3 0.59 -0.45 0.76  -0.014
H2 -2.14 0.81 1.38  -0.002
H3 0.12 0.99 -0.77  -0.007
H4 -1.10 -0.34 -0.63  -0.010
H5 1.48 0.16 0.98  -0.002
H6 0.92 -1.23 0.05  0.002
H7 0.19 -0.89 1.70  0.003